[1]
{
  "formula": "C22H18BBrN8O2Pd",
  "method": "ωB97M-V with the def2-TZVPD basis set",
  "orbital_gap_ev": 8.32,
  "multiplicity": 1,
  "relative_energy_kcal_mol": 0.1,
  "lumo_energy_ev": -0.61,
  "e_homo_ev": -8.94,
  "elements": ["Pd", "Br", "O", "O", "N", "N", "N", "N", "N", "N", "N", "N", "C", "C", "C", "C", "C", "C", "C", "C", "C", "C", "C", "C", "C", "C", "C", "C", "C", "C", "C", "C", "C", "C", "B", "H", "H", "H", "H", "H", "H", "H", "H", "H", "H", "H", "H", "H", "H", "H", "H", "H", "H"],
  "positions_angstrom": [[0.167782, -0.638857, 0.400114], [1.497852, 4.019522, -5.018110], [2.894212, -0.730355, -0.865056], [1.028081, 0.490313, -1.019127], [-2.517957, 0.493164, 0.563470], [-0.766281, -1.750442, 1.818937], [-1.221735, 3.450938, 5.038164], [-3.274406, -0.572006, 0.222998], [-1.811899, -2.363331, -0.886089], [0.887885, 0.643859, 1.812212], [-0.558689, -1.884375, -0.988626], [-1.991729, -2.257274, 1.604771], [2.769730, 0.965991, -2.526015], [-3.270888, 1.559932, 0.335012], [0.476550, 2.198112, 3.549129], [-1.381070, -2.879949, 3.638284], [4.060105, 0.712121, -2.974000], [-0.948767, -3.173114, -2.756964], [-0.470405, 2.890155, 4.375609], [-2.384206, -2.938831, 2.688869], [2.203513, 0.854201, 1.926394], [1.999677, 1.951789, -3.133263], [-0.381551, -2.116089, 3.037619], [0.028576, 1.296659, 2.591779], [2.218398, 0.156115, -1.379200], [-2.065174, -3.145321, -1.945040], [-4.533382, 1.200659, -0.159934], [-4.485840, -0.172967, -0.215500], [1.844661, 2.416578, 3.690978], [4.583988, 1.443832, -4.027738], [-0.022781, -2.358989, -2.106355], [2.717302, 1.733529, 2.863185], [3.825668, 2.431138, -4.640519], [2.540124, 2.671678, -4.183333], [-2.765611, -2.014750, 0.286554], [-1.022480, 1.088197, 2.425236], [-2.879856, 2.546416, 0.531545], [-3.699567, -2.766443, 0.236091], [-3.348068, -3.417323, 2.707324], [0.587346, -1.826997, 3.410050], [-3.022206, -3.628288, -2.042864], [3.785472, 1.875327, 2.936218], [-1.372493, -3.326355, 4.615934], [2.206599, 3.113099, 4.434778], [0.991906, -2.107758, -2.367760], [4.224816, 3.007416, -5.463592], [4.633480, -0.063632, -2.485428], [0.995839, 2.140879, -2.781917], [2.830808, 0.293770, 1.242752], [-5.221604, -0.894955, -0.528171], [-0.818684, -3.709694, -3.679133], [-5.351461, 1.844404, -0.430629], [5.588422, 1.248303, -4.379644]],
  "forces_ev_per_a": [[-0.05, -0.14, 0.05], [0.00, 0.00, 0.00], [0.04, -0.07, 0.09], [-0.13, 0.00, 0.01], [-0.01, 0.01, 0.07], [0.05, 0.09, -0.09], [0.00, 0.00, 0.02], [-0.01, -0.01, 0.00], [0.04, -0.03, -0.06], [0.00, -0.04, -0.08], [-0.08, 0.05, 0.01], [0.05, 0.03, 0.04], [0.00, -0.02, 0.01], [0.03, 0.01, -0.01], [0.07, -0.05, -0.04], [-0.03, 0.04, -0.01], [0.00, -0.01, 0.01], [0.00, 0.00, -0.01], [-0.05, 0.04, 0.02], [0.04, -0.01, 0.01], [0.04, 0.00, 0.02], [0.00, 0.01, -0.01], [0.00, -0.04, 0.01], [0.01, 0.04, 0.05], [0.13, 0.10, -0.12], [-0.01, -0.01, 0.00], [0.01, -0.01, -0.03], [-0.02, 0.02, 0.00], [0.00, -0.02, -0.04], [0.01, -0.01, 0.00], [0.05, 0.00, 0.01], [-0.04, 0.02, 0.03], [-0.01, 0.02, -0.01], [0.00, 0.00, 0.01], [-0.07, 0.01, 0.02], [0.00, 0.01, 0.00], [0.00, 0.00, 0.01], [-0.01, -0.01, -0.01], [0.00, -0.01, -0.01], [0.00, -0.01, 0.00], [-0.01, 0.00, 0.00], [0.00, 0.01, -0.01], [0.00, 0.00, 0.01], [0.00, 0.00, 0.00], [-0.01, 0.00, 0.01], [0.00, 0.00, 0.00], [0.00, 0.00, 0.00], [0.00, 0.00, 0.00], [0.00, 0.00, 0.00], [-0.01, 0.00, 0.00], [0.00, 0.00, -0.01], [-0.01, 0.00, 0.00], [0.00, 0.00, 0.00]]
}

=====

[2]
{
  "formula": "C22H18ClF2NO4S",
  "method": "ωB97M-V with the def2-TZVPD basis set",
  "orbital_gap_ev": 4.92,
  "multiplicity": 1,
  "lumo_energy_ev": -2.27,
  "e_homo_ev": -7.19,
  "elements": ["Cl", "S", "F", "F", "O", "O", "O", "O", "N", "C", "C", "C", "C", "C", "C", "C", "C", "C", "C", "C", "C", "C", "C", "C", "C", "C", "C", "C", "C", "C", "C", "H", "H", "H", "H", "H", "H", "H", "H", "H", "H", "H", "H", "H", "H", "H", "H", "H", "H"],
  "positions_angstrom": [[0.349000, -0.043699, 0.067064], [-1.019504, -1.184010, -2.230357], [-2.890902, 3.173955, 3.139451], [3.417149, 3.138052, 3.230667], [-1.280110, -2.572049, -1.915354], [-2.090706, -0.217379, -2.089580], [0.315677, -2.292213, -8.742993], [-0.584827, -0.293156, -8.889453], [-0.194304, -1.275819, -8.216049], [-3.404618, -0.411509, 3.023138], [3.918036, -0.452738, 3.092582], [0.415117, -0.623355, -1.471000], [-0.897721, -0.096959, -6.184175], [5.585360, 1.443644, 3.267790], [0.099543, -2.321113, -6.013128], [-1.062646, -0.068217, -4.800016], [-5.066192, 1.486421, 3.233319], [0.267924, -0.512158, 2.353006], [-2.624416, 1.837593, 3.009778], [-0.070756, -2.287542, -4.628497], [1.830426, 1.414666, 2.924037], [1.552129, 0.040384, 2.723251], [-1.039680, 0.066592, 2.614178], [-0.679604, -1.175079, -4.024973], [-0.333297, -1.232804, -6.799465], [-3.693568, 0.955032, 3.107947], [-1.326275, 1.449323, 2.728145], [-2.117101, -0.845554, 2.760183], [3.142462, 1.802286, 3.118445], [2.623397, -0.881210, 2.848556], [4.209700, 0.916154, 3.169380], [-4.202549, -1.143547, 3.164679], [5.727107, 2.066881, 4.155926], [2.376910, -1.948394, 2.807433], [0.547090, -3.180758, -6.508061], [-5.309636, 2.118249, 2.370790], [-1.508584, 0.810514, -4.336734], [-1.209584, 0.737611, -6.808410], [-5.202093, 2.093289, 4.136067], [4.716845, -1.188775, 3.222702], [-0.557754, 2.208859, 2.612353], [-5.786846, 0.665866, 3.247621], [0.253871, -3.137282, -4.028427], [0.257625, -1.612309, 2.284734], [6.300533, 0.620890, 3.291503], [5.815391, 2.056410, 2.390891], [-1.877618, -1.915639, 2.725864], [1.263033, -0.346300, -2.085908], [1.046542, 2.156900, 2.951098]],
  "forces_ev_per_a": [[-0.73, 1.39, 0.00], [-0.57, -0.04, -0.97], [0.20, -0.79, -0.13], [-0.20, -0.78, 0.00], [-0.04, 0.28, 0.21], [0.09, -0.29, 0.43], [-0.97, 1.86, 1.24], [0.69, -1.81, 1.49], [0.40, -0.07, -3.55], [0.14, -0.01, -0.06], [-0.22, 0.02, -0.04], [0.52, -0.27, -0.87], [0.19, -0.51, -0.35], [0.75, 0.06, 0.08], [-0.22, 0.41, -0.42], [0.09, -0.33, 0.01], [-0.83, 0.08, 0.11], [-0.12, -0.75, 0.54], [0.28, 0.35, -0.29], [-0.19, 0.32, -0.09], [0.07, -0.49, -0.04], [0.71, 0.03, 0.11], [-0.52, -0.03, -0.11], [0.73, 0.17, -0.17], [-0.20, 0.07, 2.51], [0.57, -0.16, -0.05], [0.03, -0.30, 0.11], [0.55, -0.02, 0.18], [-0.27, 0.30, -0.13], [-0.36, 0.09, 0.16], [-0.47, -0.25, -0.03], [0.19, 0.28, -0.14], [-0.01, -0.05, -0.13], [0.27, 0.42, -0.14], [-0.11, 0.23, 0.16], [0.07, -0.03, 0.18], [0.09, -0.32, 0.02], [0.08, -0.21, 0.19], [0.06, -0.09, -0.17], [-0.22, 0.33, -0.14], [-0.62, -0.19, -0.05], [0.04, 0.11, 0.08], [-0.18, 0.27, -0.08], [0.00, 0.63, 0.13], [0.02, 0.08, 0.07], [0.00, 0.02, 0.13], [-0.28, 0.45, -0.10], [0.03, -0.42, 0.21], [0.47, -0.02, -0.09]]
}

=====

[3]
{
  "formula": "C22H18F12NO3ReSSe",
  "method": "ωB97M-V with the def2-TZVPD basis set",
  "orbital_gap_ev": [5.63, 5.63],
  "multiplicity": 1,
  "charge": 2,
  "lumo_energy_ev": [-8.71, -8.71],
  "e_homo_ev": [-14.34, -14.35],
  "elements": ["Re", "Se", "S", "F", "F", "F", "F", "F", "F", "F", "F", "F", "F", "F", "F", "O", "O", "O", "N", "C", "C", "C", "C", "C", "C", "C", "C", "C", "C", "C", "C", "C", "C", "C", "C", "C", "C", "C", "C", "C", "C", "H", "H", "H", "H", "H", "H", "H", "H", "H", "H", "H", "H", "H", "H", "H", "H", "H", "H"],
  "positions_angstrom": [[-0.313283, 0.177186, 0.039921], [-0.358844, 0.227867, -2.248008], [-2.021009, 2.619401, -2.976683], [-0.054420, 4.262431, 1.510243], [-1.510395, -3.381185, -1.382518], [0.696465, 3.027941, 3.122564], [0.937311, 3.719437, -1.049090], [2.292570, 2.041037, -1.196790], [1.989019, 4.474172, 2.156938], [-1.361672, -4.903538, 0.161845], [-1.399416, -2.989477, 2.784505], [2.937138, 3.863515, -0.228674], [-2.745715, -3.269163, 0.386630], [0.601286, -2.177092, 2.641202], [0.256051, -4.287189, 2.274744], [-2.066600, 1.085482, -2.528177], [-1.033010, -1.434536, 0.577460], [0.136564, 1.868805, 0.684302], [1.474143, -0.483072, 0.340506], [1.358535, -4.063379, -0.527546], [3.474783, 1.969774, 2.216650], [4.435138, 1.130764, 2.812093], [3.022130, -5.605145, -1.585364], [-2.998905, 3.409594, -1.714709], [1.010240, 3.595784, 1.959058], [-1.543864, -3.604257, -0.061420], [1.794384, -1.736696, -0.235105], [3.032056, -1.891881, -0.855552], [4.286114, -0.249607, 2.673936], [1.381554, 2.473090, 0.938726], [3.420729, -3.129883, -1.328102], [1.903372, 3.059098, -0.403108], [2.405957, 1.488507, 1.498183], [3.275477, -0.762944, 1.902092], [2.348915, 0.084074, 1.244781], [0.904312, -2.823750, -0.106538], [-0.445074, -2.724783, 0.616318], [5.537106, 1.718341, 3.623179], [-3.162829, 2.603321, -4.346577], [2.603271, -4.240324, -1.142477], [-0.261752, -3.076371, 2.116373], [5.850515, 2.682957, 3.226515], [2.904134, -6.324288, -0.774244], [-3.498977, 3.628109, -4.505799], [-2.628780, 2.246466, -5.223975], [5.190036, 1.882755, 4.647596], [0.738515, -4.937220, -0.390189], [3.160964, -1.832352, 1.804985], [3.674454, -1.028049, -0.971212], [4.058756, -5.618035, -1.913417], [-3.114791, 4.452882, -2.011960], [2.397659, -5.945632, -2.413473], [3.587174, 3.034367, 2.360270], [-2.433691, 3.366509, -0.784672], [4.373077, -3.237270, -1.830154], [4.971963, -0.919947, 3.174734], [-3.964069, 2.914624, -1.625132], [-3.997372, 1.950906, -4.094704], [6.395942, 1.051903, 3.669540]],
  "forces_ev_per_a": [[1.72, -0.80, 0.07], [0.06, -0.09, -0.12], [-0.13, 0.02, -0.07], [0.03, -0.01, 0.02], [-0.01, -0.01, 0.05], [-0.01, 0.03, -0.04], [0.02, 0.00, 0.02], [-0.05, 0.03, 0.01], [-0.03, -0.03, 0.00], [0.00, 0.05, -0.02], [0.01, -0.02, -0.02], [0.00, -0.02, -0.01], [0.05, -0.02, -0.02], [-0.05, -0.03, -0.02], [0.01, 0.05, 0.00], [0.11, 0.03, 0.13], [-0.25, 0.19, 0.23], [-0.22, 0.14, 0.23], [-1.75, 0.39, -0.92], [-0.04, 0.06, -0.02], [0.15, -0.03, 0.07], [-0.17, -0.11, -0.13], [0.01, -0.05, -0.06], [0.05, -0.04, -0.03], [-0.06, 0.02, -0.01], [-0.04, -0.03, 0.01], [0.09, 0.05, -0.12], [-0.02, -0.05, -0.07], [0.11, 0.21, 0.09], [0.04, -0.03, -0.06], [0.00, 0.05, -0.02], [0.03, 0.00, -0.02], [-0.04, -0.29, -0.06], [-0.33, 0.19, -0.24], [0.52, 0.14, 0.80], [0.02, 0.02, 0.08], [-0.04, -0.06, 0.03], [0.04, 0.04, 0.08], [0.03, -0.01, 0.07], [-0.01, 0.06, 0.05], [0.02, 0.00, 0.03], [0.01, 0.00, 0.01], [0.00, 0.00, 0.00], [0.03, 0.02, -0.01], [0.00, -0.03, 0.01], [0.01, 0.00, -0.01], [0.02, 0.00, 0.01], [0.03, -0.02, -0.02], [0.02, 0.00, 0.03], [0.00, 0.00, -0.01], [-0.01, 0.00, 0.00], [0.00, -0.01, 0.00], [0.00, -0.01, 0.02], [0.02, 0.00, -0.01], [0.01, -0.01, 0.02], [0.02, 0.00, -0.01], [0.00, -0.01, -0.01], [-0.02, 0.02, 0.01], [0.00, 0.00, 0.01]]
}

=====

no.,total energy (hartree)
1,-4164.564417
2,-2262.708651
3,-5205.357418